a.
A molecular structure, C19H25N2O2. Source: OMol25; level of theory: ωB97M-V/def2-TZVPD.

The geometry in XYZ format:
```
48
Properties=species:S:1:pos:R:3
C 3.9430 -0.5887 -0.3866
C -1.0411 -4.6762 0.4614
H -1.9447 -4.9012 1.0635
H -2.1839 -2.6136 0.9112
H -1.0016 -1.8217 1.8515
H -6.8537 3.8171 -0.6845
C -5.8006 3.5490 -0.5713
C 5.1050 1.5268 -0.5206
C 5.1300 0.1096 -0.4916
H 1.5968 -1.7869 -0.2711
H -3.5631 -1.7757 -0.8766
H -0.3484 -5.5232 0.5677
H 3.9614 -1.6705 -0.3534
O 6.3159 2.1397 -0.6191
H 7.4109 3.8346 -0.6266
C -2.2657 -0.1213 -0.3285
O -5.8277 2.0919 -0.5086
H -5.6703 -0.4757 -0.6236
C -3.5160 -0.7220 -0.5790
H -1.0402 -1.7885 -1.0473
C 2.6926 0.0725 -0.3308
H 0.6919 -2.8597 2.6787
C 2.6938 1.4837 -0.3469
H 3.8574 3.3004 -0.4935
H 5.8864 3.9859 0.3270
H 6.0908 -0.3914 -0.5230
C -1.0093 -0.9185 -0.3920
H -0.7108 -3.9033 2.9936
H 0.7859 -4.6025 2.3039
H -5.2198 3.8999 -1.4389
C -2.2577 1.2642 -0.0497
H 5.8316 4.0056 -1.4815
C 1.4782 -0.7034 -0.3289
H 0.1519 0.8817 -0.7780
C 0.2338 -0.1671 -0.4606
N -0.3441 -3.4667 0.9499
C 3.8670 2.2120 -0.4661
H -3.3449 3.1147 0.0569
C -3.4153 2.0325 -0.0924
C -4.6953 -0.0022 -0.5077
H -1.3292 1.7899 0.1517
H -1.3255 -4.6036 -0.5924
C 6.3463 3.5914 -0.5969
H 1.7575 2.0255 -0.2598
N -1.2084 -2.3191 0.9907
H -5.3885 3.9855 0.3517
C -4.6589 1.4124 -0.3450
C 0.1365 -3.7235 2.3129
```

Summary:
Gap between HOMO and LUMO in eV: 6.966
Net charge: +1
LUMO level in eV: -3.6



b.
A gas-phase ion, C19H25N2O2 (charge +1). Source: OMol25; level of theory: ωB97M-V/def2-TZVPD.

The geometry in XYZ format:
```
48
Properties=species:S:1:pos:R:3
H 0.5092 1.0096 -5.5514
C -0.3794 0.5418 -0.5076
H -0.4597 1.3201 1.5146
C -2.6951 -3.2629 -0.0236
C -0.7809 -4.3491 0.9056
H -1.1301 -2.0679 3.7603
H -0.4164 0.3280 -3.3009
C -0.5805 1.9226 -1.1496
H -0.3090 2.6940 -0.4252
C -1.0255 -1.9584 1.1228
H 2.7932 0.8620 4.3091
C -1.9801 -4.4220 0.2145
H 1.1789 1.5158 -1.9899
H -0.1710 3.9663 -2.9558
H 0.0246 -1.9557 5.9272
N -0.4728 -0.7405 1.5530
C 0.3855 -1.3659 5.0989
C -0.8947 0.4963 0.9451
C -0.2668 -1.4313 3.8827
C 0.8968 1.4313 -4.6233
H 1.6676 0.7414 2.1444
C 0.1853 -0.6764 2.8040
H -1.9842 0.6215 0.9512
C 0.7235 3.4269 -2.6358
C 1.2936 0.1502 2.9698
H -2.3527 -5.3725 -0.1323
O 1.2391 2.7624 -4.9035
H 2.6767 2.9157 -3.4287
C 1.7542 3.4095 -3.7714
H 0.6345 -3.0820 1.8823
H 1.9914 4.4290 -4.0784
H -3.6337 -3.3051 -0.5555
C -2.2263 -2.0385 0.4215
C -0.1724 1.3654 -3.5268
H -1.6125 2.0759 -1.4639
H -0.9023 -0.2352 -1.0859
O 1.0114 0.2907 -0.5502
H -0.2100 -5.2446 1.0962
H 1.2092 -0.3648 0.1374
H 1.9913 -0.4889 6.2122
H -1.0710 1.8918 -3.8571
H 1.7843 0.8584 -4.3135
C 1.9342 0.2184 4.1940
H 1.1444 3.9113 -1.7542
C 1.4863 -0.5405 5.2607
N 0.3374 2.0362 -2.3074
C -0.3025 -3.1327 1.3476
H -2.8227 -1.1575 0.2368
```

Summary:
Gap between HOMO and LUMO in eV: 8.023
Net charge: +1
Structure (SMILES): O[C@@H](CN(c1ccccc1)c1ccccc1)C[NH+]1CCOCC1
LUMO level in eV: -2.3



Ranking the structures above by energy, b is first and the second is 305.2 kJ/mol behind.